DFT (the ωB97M-V functional and the def2-TZVPD basis) results for a cluster of 3 separate species, C19H29F19NO6S in total in a non-equilibrium geometry.

```
75
Properties=species:S:1:pos:R:3:forces:R:3:mulliken_charge:R:1
O 1.2738 -2.6861 1.1831 0.5 -0.7 3.0 -0.345
C 1.2541 -2.3885 0.0674 -0.5 0.0 -2.2 0.044
O 2.2180 -1.5406 -0.4891 -0.7 0.6 0.2 -0.392
C 1.5898 -0.2484 -0.6318 -0.2 -0.8 -0.7 -0.605
C 2.6091 0.8937 -0.5433 -0.5 -0.6 -1.4 -1.104
N 2.6646 1.6642 0.7489 -0.2 0.2 -0.4 0.725
F 3.2999 2.8549 0.4212 0.1 0.0 0.1 -0.199
C 1.3492 2.0673 1.3220 -1.7 -0.1 0.1 -1.706
C 0.3980 2.6934 0.2672 0.2 -0.3 0.1 -0.766
C -0.9492 3.0044 0.9617 1.7 0.3 0.4 0.732
F -0.6462 3.9641 1.8820 -0.3 0.1 0.0 -0.353
F -1.3416 1.9294 1.6726 -0.6 -0.1 -0.3 -0.317
C -2.0132 3.6384 0.0184 0.7 0.8 0.2 0.712
F -2.7336 4.5068 0.7118 -1.0 -0.5 0.4 -0.263
F -1.2915 4.4343 -0.8170 0.3 -0.4 -0.4 -0.314
C -2.8274 2.7102 -0.9134 1.0 0.1 -0.4 0.476
F -1.8902 2.0538 -1.6626 0.4 -0.6 0.5 -0.278
F -3.4336 3.4784 -1.7993 -1.1 0.4 0.2 -0.257
C -3.7554 1.5907 -0.3750 -1.0 -0.7 -0.7 0.589
F -4.3362 1.0893 -1.4605 -0.3 0.4 -0.8 -0.281
F -3.1037 0.5513 0.1173 1.3 0.3 0.9 -0.239
S -5.1400 2.0432 0.8227 -2.6 -1.2 0.8 1.412
F -5.2776 3.4990 0.2242 0.8 0.0 0.2 -0.289
F -4.1064 2.4743 1.9483 0.3 0.4 -0.6 -0.275
F -5.1080 0.5580 1.4130 0.1 0.4 -0.1 -0.309
F -6.2409 1.5456 -0.2189 0.4 0.3 0.2 -0.306
F -6.3223 2.3797 1.8226 0.5 0.1 -0.1 -0.288
C 3.5957 0.9905 1.7377 1.9 0.5 1.1 0.804
F 4.8159 1.1569 1.2507 0.2 0.4 -0.5 -0.270
F 3.4007 -0.2919 1.8257 -1.3 -0.5 -0.3 -0.173
C 3.6101 1.5943 3.1836 0.8 -0.9 0.6 0.659
F 3.6987 2.8971 3.2164 -0.6 0.9 -0.4 -0.197
F 2.5995 1.1344 3.8856 -1.2 0.3 0.0 -0.208
F 4.6930 1.1154 3.7572 0.8 -0.4 0.0 -0.232
H 0.4173 -2.7551 -0.5630 0.6 0.4 -0.6 0.470
H 1.1603 -0.2254 -1.6510 0.2 0.3 0.3 0.398
H 0.7384 -0.2042 0.0640 0.3 0.5 -0.1 0.571
H 3.5913 0.4983 -0.8415 -0.1 0.3 0.7 0.547
H 2.3563 1.6261 -1.3217 0.0 0.1 0.5 0.642
H 1.4499 2.8266 2.1097 0.7 -0.4 -0.2 0.729
H 0.9110 1.1676 1.7821 0.3 0.2 -0.2 0.576
H 0.2200 2.0438 -0.5978 0.1 0.3 0.2 0.492
H 0.8467 3.6517 -0.0220 -0.3 -0.3 -0.3 0.356
C -0.8980 1.3604 -8.1132 -0.1 0.0 -0.1 -0.674
O -1.9030 1.6542 -7.1540 0.3 -0.1 0.1 -0.372
C -1.9946 0.6746 -6.1322 -0.3 0.3 0.0 -0.788
C -1.3310 1.1474 -4.8541 0.2 -0.4 0.0 -0.094
O 0.0808 1.2654 -5.0069 0.0 0.2 0.1 -0.386
C 0.5001 2.6099 -5.1783 0.1 -0.1 0.0 -0.678
H -0.7578 2.2443 -8.7336 -0.1 0.0 0.0 0.242
H 0.0542 1.1106 -7.6388 0.0 0.0 0.0 0.282
H -1.2185 0.5312 -8.7512 0.1 0.0 0.0 0.324
H -1.5677 -0.2772 -6.4628 0.1 0.0 0.0 0.371
H -3.0596 0.5158 -5.9355 0.0 -0.1 0.0 0.378
H -1.5050 0.4010 -4.0711 -0.1 0.0 0.0 0.268
H -1.7654 2.0944 -4.5189 0.0 0.0 -0.1 0.298
H 0.4238 3.1534 -4.2284 -0.1 0.1 0.0 0.192
H -0.0892 3.1228 -5.9407 0.0 0.0 0.0 0.380
H 1.5434 2.5997 -5.4928 0.0 -0.1 0.0 0.266
C 0.8022 -7.1335 3.3735 -0.1 0.0 0.0 -0.710
O -0.0100 -6.4191 4.2904 0.3 0.0 0.0 -0.374
C 0.5323 -6.3977 5.6050 -0.4 0.2 -0.1 -0.493
C 1.1926 -5.0682 5.9104 0.3 -0.2 0.2 -0.476
O 2.3581 -4.8710 5.1186 -0.2 0.1 -0.2 -0.407
C 2.1380 -3.9919 4.0320 0.1 -0.1 0.1 -0.804
H 0.4304 -6.9336 2.3688 -0.1 0.0 0.1 0.234
H 1.8477 -6.8202 3.4290 0.0 0.0 0.0 0.311
H 0.7310 -8.2087 3.5662 0.1 0.0 0.0 0.330
H 1.2361 -7.2225 5.7501 0.1 0.1 0.0 0.322
H -0.3027 -6.5418 6.2975 0.0 0.0 0.0 0.367
H 1.5129 -5.0668 6.9566 0.0 0.0 0.0 0.390
H 0.4847 -4.2446 5.7740 0.0 0.0 -0.1 0.301
H 2.0498 -2.9608 4.3960 -0.1 0.0 -0.1 0.369
H 1.2414 -4.2601 3.4694 0.0 0.0 0.0 0.395
H 2.9985 -4.0545 3.3659 0.0 0.0 0.1 0.264
```
Forces are in eV/Å.

Results
LUMO level ... -3.814 eV
Net charge ... +1